No. 1
Below is a cluster of 5 separate species, C30H34F4N7S2 in total at a distorted geometry, with properties calculated with the ωB97M-V functional and the def2-TZVPD basis.

Calculated values
Net charge: +1
Energy in hartree: -2741.800899

Each line ends with the Löwdin charge.
Atoms and positions in Å:
1 F -1.18464 -0.80354 1.52110  -0.0331
2 C -0.72876 0.47779 0.86521  -0.0472
3 F 0.23451 1.24378 1.68793  -0.0160
4 C -0.19663 0.20302 -0.69549  -0.1672
5 F -1.46793 0.07688 -1.50277  -0.0109
6 F 0.52348 1.36648 -1.27703  0.0087
7 C 0.57749 -1.23444 -0.85384  0.0512
8 C -0.37039 -2.53935 -1.29706  0.0923
9 C 0.30181 -4.05732 -1.48484  0.0621
10 C 1.93281 -4.16064 -1.25898  0.0416
11 C 2.74129 -2.79237 -0.82437  0.0737
12 N 2.06471 -1.42024 -0.61975  -0.0373
13 C 2.99129 -0.30268 -0.17303  -0.1391
14 C 4.15646 0.05166 -1.31661  -0.2163
15 C 3.63004 1.05030 -2.50319  -0.4595
16 S 4.88941 1.07489 -3.94028  0.7744
17 C 3.78259 1.34335 -5.46878  -0.9561
18 S 4.00489 2.68752 -6.51458  0.6560
19 N 2.70832 0.26542 -5.67781  -0.2109
20 C 1.20225 0.43823 -5.77941  -0.0189
21 C 0.73751 -1.12753 -5.97937  -0.1126
22 N 1.91065 -2.09300 -5.96376  -0.0231
23 C 3.11923 -1.18899 -5.77266  -0.0892
24 H -1.72115 1.12680 0.73686  0.2042
25 H -1.52842 -2.48132 -1.46457  0.1239
26 H -0.40851 -4.95031 -1.76162  0.1010
27 H 2.43897 -5.22359 -1.38518  0.1257
28 H 3.91811 -2.91875 -0.66774  0.1550
29 H 2.45073 0.64739 0.24361  0.1384
30 H 3.61078 -0.74974 0.74470  0.1554
31 H 4.61743 -0.94759 -1.78081  0.1128
32 H 5.04442 0.59146 -0.73508  0.1404
33 H 2.57551 0.76147 -2.94630  0.0845
34 H 3.65217 2.16105 -2.07187  0.1078
35 H 0.58022 1.42855 -5.71404  0.1159
36 H -0.37385 -1.49151 -6.11982  0.0962
37 H 4.26661 -1.43836 -5.68689  0.1275
38 N 0.62893 4.41806 0.83692  -0.0120
39 C 0.66287 4.46767 2.20620  -0.1465
40 C 0.72320 5.79083 2.58279  -0.1144
41 C 0.71956 6.56673 1.39907  -0.1067
42 C 0.65783 5.69363 0.33614  -0.1390
43 H 0.58798 3.57259 0.28271  0.1139
44 H 0.64284 3.55960 2.79374  0.0943
45 H 0.76409 6.15764 3.60020  0.0952
46 H 0.75719 7.64619 1.32952  0.0982
47 H 0.63340 5.87034 -0.73089  0.1056
48 N -1.15718 -8.14504 -2.14414  -0.0143
49 C -1.11659 -9.24642 -1.32936  -0.1353
50 C -2.21049 -9.19867 -0.49433  -0.1024
51 C -2.93967 -8.03041 -0.82103  -0.1074
52 C -2.26833 -7.40039 -1.84490  -0.1705
53 H -0.47460 -7.91780 -2.85553  0.1431
54 H -0.31408 -9.96707 -1.41221  0.1093
55 H -2.45735 -9.92723 0.26698  0.0983
56 H -3.85619 -7.68614 -0.35957  0.0968
57 H -2.48491 -6.48768 -2.38381  0.0955
58 N -2.93893 -3.05277 2.24715  -0.0200
59 C -2.89833 -4.15415 3.06193  -0.1412
60 C -3.99224 -4.10640 3.89696  -0.1062
61 C -4.72142 -2.93815 3.57027  -0.1058
62 C -4.05008 -2.30812 2.54639  -0.1491
63 H -2.25635 -2.82553 1.53576  0.1088
64 H -2.09583 -4.87480 2.97908  0.1038
65 H -4.23910 -4.83496 4.65827  0.0962
66 H -5.63794 -2.59387 4.03172  0.0963
67 H -4.26666 -1.39542 2.00748  0.1019
68 N -2.36486 9.05095 6.07485  -0.0020
69 C -1.25650 9.76572 5.70176  -0.1405
70 C -0.74005 9.18712 4.56391  -0.1161
71 C -1.56959 8.08825 4.23589  -0.1236
72 C -2.56655 8.02918 5.18378  -0.1408
73 H -2.94388 9.24727 6.88096  0.1492
74 H -0.93015 10.62161 6.27722  0.1066
75 H 0.13848 9.52118 4.02734  0.0896
76 H -1.45270 7.41312 3.39802  0.0746
77 H -3.39925 7.34855 5.30091  0.1047



No. 2
Below is a cluster of 7 separate species, C30H34F7IO22 in total at a distorted geometry, with properties calculated with the ωB97M-V functional and the def2-TZVPD basis.

Calculated values
Energy in hartree: -3815.614970
SMILES string: C#CC[C@]1(O)C(=O)O[C@](O)(CCF)[C@H]1[C@@H](I)CC.O=C1OC[C@@H](F)O1.O=C1OC[C@@H](F)O1.O=C1OC[C@@H](F)O1.O=C1OC[C@@H](F)O1.O=C1OC[C@@H](F)O1.O=C1OC[C@@H](F)O1

Each line ends with the Löwdin charge.
Atoms and positions in Å:
1 C -2.05900 0.11064 3.03765  0.1575
2 C -1.73106 -0.79490 2.32696  -0.0980
3 C -1.65740 -2.04394 1.56901  -0.1014
4 C -2.85323 -2.24058 0.65239  -0.3719
5 O -2.66418 -3.38114 -0.19229  0.0426
6 C -3.05028 -1.11178 -0.37467  -0.4208
7 O -2.30085 -0.23461 -0.68991  0.1540
8 O -4.26270 -1.32461 -0.89543  0.0951
9 C -5.20128 -1.70255 0.21220  -0.4319
10 O -6.01629 -2.66554 -0.34096  0.0392
11 C -5.89489 -0.36339 0.47572  -0.0637
12 C -6.79251 -0.25053 1.68797  -0.2246
13 F -6.02393 -0.20157 2.84587  -0.0652
14 C -4.22541 -2.18673 1.31904  -0.1709
15 C -4.54998 -3.31156 2.33763  -0.6108
16 I -6.61952 -3.60552 2.81576  0.9975
17 C -3.93098 -4.67837 2.02707  -0.3103
18 C -4.53925 -5.41838 0.83593  -0.1160
19 H -2.25824 0.90312 3.71741  0.0231
20 H -0.76848 -2.00398 0.93121  0.1348
21 H -1.53253 -2.87152 2.26488  0.1305
22 H -1.77968 -3.72211 -0.02115  0.1059
23 H -6.90046 -2.31265 -0.47446  0.1129
24 H -5.09197 0.35981 0.61997  0.1411
25 H -6.44127 -0.06537 -0.41763  0.1400
26 H -7.34058 0.69197 1.63012  0.1221
27 H -7.52567 -1.04906 1.76912  0.0515
28 H -4.13256 -1.29498 1.94259  0.1221
29 H -4.11475 -2.97749 3.27544  0.0814
30 H -2.85715 -4.55364 1.93411  0.0899
31 H -4.10218 -5.28586 2.91696  0.0965
32 H -3.76201 -5.98618 0.33755  0.0519
33 H -4.94093 -4.74137 0.08784  0.0590
34 H -5.33363 -6.08427 1.15971  0.0611
35 O 3.21658 1.57576 -2.52196  0.1582
36 C 2.26452 0.94995 -2.86086  -0.5733
37 O 1.40403 1.33063 -3.82690  0.0632
38 C 0.48973 0.24902 -4.05919  -0.0397
39 C 0.56021 -0.49915 -2.74761  -0.2965
40 F 0.40278 -1.83523 -2.90865  0.0779
41 O 1.89359 -0.23700 -2.32573  0.1410
42 H 0.84965 -0.35906 -4.88672  0.1275
43 H -0.50319 0.62538 -4.28717  0.1447
44 H -0.13793 -0.14667 -1.98600  0.1572
45 O 6.47249 1.41543 -7.87686  0.1916
46 C 5.88133 0.91866 -6.98396  -0.5467
47 O 6.33491 0.80110 -5.71423  0.0778
48 C 5.27424 0.28873 -4.89898  -0.0423
49 C 4.40600 -0.40257 -5.92770  -0.2965
50 F 3.07972 -0.34769 -5.61596  0.0669
51 O 4.63420 0.36415 -7.08935  0.1326
52 H 4.74741 1.11521 -4.42167  0.1279
53 H 5.66311 -0.38057 -4.13682  0.1455
54 H 4.67172 -1.44240 -6.12359  0.1737
55 O 0.32458 -6.71028 0.83312  0.1847
56 C -0.21181 -7.22355 -0.08716  -0.5519
57 O 0.39090 -8.03171 -0.98969  0.0755
58 C -0.61386 -8.55908 -1.86236  -0.0476
59 C -1.71726 -7.53318 -1.72409  -0.3140
60 F -2.94680 -8.08648 -1.83668  0.0800
61 O -1.53208 -7.06960 -0.39727  0.1114
62 H -0.93813 -9.53580 -1.50150  0.1457
63 H -0.23085 -8.65154 -2.87459  0.1400
64 H -1.64341 -6.69013 -2.41315  0.1749
65 O 3.33293 6.66578 -0.25912  0.1707
66 C 2.79648 6.16877 -1.19233  -0.5435
67 O 3.35572 5.24956 -2.00586  0.0843
68 C 2.34562 4.77229 -2.90409  -0.0472
69 C 1.35708 5.91648 -2.89339  -0.3076
70 F 0.07862 5.49379 -3.03821  0.0784
71 O 1.52715 6.45125 -1.59157  0.1388
72 H 1.90793 3.85995 -2.50223  0.1261
73 H 2.76548 4.56855 -3.88455  0.1448
74 H 1.55468 6.69726 -3.62957  0.1733
75 O 7.30742 7.52741 4.87624  0.1797
76 C 6.83975 7.66154 3.79808  -0.5556
77 O 5.78604 6.96368 3.31560  0.0708
78 C 5.42409 7.51289 2.04008  -0.0519
79 C 6.71220 8.17993 1.61604  -0.3124
80 F 6.49893 9.30067 0.88414  0.0742
81 O 7.29608 8.53771 2.85650  0.1286
82 H 4.62527 8.24331 2.17022  0.1470
83 H 5.09130 6.73590 1.36047  0.1155
84 H 7.40073 7.53165 1.07162  0.1725
85 O -1.97274 1.48266 5.83679  0.1613
86 C -0.80945 1.55553 6.05199  -0.5514
87 O -0.20759 2.56856 6.71384  0.0781
88 C 1.17063 2.22634 6.90047  -0.0456
89 C 1.39342 1.21656 5.79566  -0.3106
90 F 2.28386 0.25954 6.14551  0.0793
91 O 0.10914 0.63380 5.65703  0.1279
92 H 1.30307 1.76993 7.88202  0.1452
93 H 1.79962 3.10793 6.81876  0.1410
94 H 1.69494 1.64715 4.83952  0.1747



No. 3
Below is a cluster of 2 separate species, C30H34N3O2 in total at a distorted geometry, with properties calculated with the ωB97M-V functional and the def2-TZVPD basis.

Calculated values
Net charge: +1
Energy relative to the best compared isomer or geometry (same formula, charge and spin) in kcal/mol: 0.00

Each line ends with the natural charge from an NBO analysis.
Atoms and positions in Å:
1 C 3.79530 3.13502 1.77001  -0.4221
2 N 3.11308 2.23610 0.87617  -0.4552
3 C 3.80863 1.50346 -0.04677  0.6895
4 O 5.01951 1.56039 -0.26282  -0.6005
5 C 2.81680 0.58052 -0.73566  -0.1232
6 C 3.20295 -0.88868 -0.56859  -0.4234
7 C 3.30466 -1.26249 0.88980  -0.0750
8 C 4.46795 -0.96308 1.60780  -0.1615
9 C 4.55765 -1.25947 2.96668  -0.2212
10 C 3.48997 -1.88924 3.61465  -0.2102
11 C 2.34367 -2.23355 2.89054  -0.2100
12 C 2.25391 -1.92729 1.53045  -0.2166
13 N 1.55677 0.92675 -0.09378  -0.3273
14 C 0.38686 0.40328 -0.49577  0.2326
15 C -0.82102 0.60736 0.16950  -0.3885
16 C -2.01689 0.06373 -0.28860  0.0214
17 C -3.26689 0.17407 0.40854  -0.0696
18 C -4.39088 -0.61197 0.02231  -0.1558
19 C -5.57008 -0.59699 0.75845  -0.2191
20 C -5.69044 0.22932 1.88911  -0.1433
21 C -4.61546 1.04640 2.26621  -0.2070
22 C -3.43079 1.04030 1.53097  -0.1679
23 C 1.70540 1.90673 1.00598  0.3480
24 C 1.40351 1.32602 2.41616  -0.4487
25 C 0.92757 2.51200 3.25009  -0.4106
26 C 0.58776 3.67271 2.28584  -0.4219
27 C 0.84658 3.19614 0.86044  -0.4382
28 H 4.82065 3.25589 1.40838  0.2623
29 H 3.29336 4.10826 1.78299  0.2058
30 H 3.82755 2.74018 2.79589  0.2059
31 H 2.77869 0.85521 -1.80415  0.2416
32 H 2.46753 -1.51461 -1.08621  0.2152
33 H 4.18230 -1.00679 -1.05210  0.2583
34 H 5.30562 -0.48960 1.08756  0.2316
35 H 5.46718 -0.99859 3.51140  0.2278
36 H 3.56029 -2.12479 4.67807  0.2274
37 H 1.51221 -2.74491 3.37965  0.2230
38 H 1.36440 -2.19745 0.95307  0.2049
39 H 0.41872 -0.20387 -1.40616  0.2299
40 H -0.79068 1.20244 1.08436  0.2238
41 H -1.96947 -0.57948 -1.15334  0.2692
42 H -4.29151 -1.24174 -0.86408  0.2280
43 H -6.40505 -1.23356 0.46048  0.2336
44 H -6.61444 0.23765 2.46874  0.2334
45 H -4.69764 1.69357 3.14314  0.2299
46 H -2.60938 1.70166 1.81688  0.2075
47 H 0.63751 0.54684 2.33509  0.2255
48 H 2.30782 0.84612 2.81477  0.2480
49 H 0.05061 2.23943 3.85142  0.2213
50 H 1.71318 2.81850 3.95336  0.2219
51 H -0.45715 3.98196 2.41607  0.2221
52 H 1.21003 4.54717 2.51531  0.2223
53 H 1.39160 3.92622 0.24897  0.2369
54 H -0.08724 2.95610 0.34639  0.2239
55 C -2.85518 -4.57970 -6.00808  -0.2611
56 O -3.11750 -3.15621 -6.12644  -0.4776
57 C -2.63391 -2.33975 -5.14820  0.3749
58 C -3.17253 -1.03714 -5.05119  -0.2945
59 C -2.95821 -0.32046 -3.87925  0.0607
60 N -2.23683 -0.78989 -2.83827  -0.5310
61 C -1.61267 -1.97582 -3.01075  0.0371
62 C -1.73605 -2.76961 -4.14817  -0.3383
63 H -3.47124 -5.02475 -6.78881  0.2187
64 H -1.79390 -4.79525 -6.19328  0.1871
65 H -3.14974 -4.97118 -5.02315  0.1893
66 H -3.81337 -0.65663 -5.84350  0.2469
67 H -3.40033 0.67145 -3.77069  0.2076
68 H -0.99234 -2.32849 -2.18423  0.1865
69 H -1.22901 -3.73592 -4.18967  0.2378



No. 4
Below is a cluster of 5 separate species, C30H34N4O8 in total at a distorted geometry, with properties calculated with the ωB97M-V functional and the def2-TZVPD basis.

Calculated values
Net charge: +1
Energy in hartree: -1983.694191
Multiplicity: 2
<S²>: 0.78

Each line ends with the Löwdin charge.
Atoms and positions in Å:
1 C 2.30283 6.07667 -3.01961  0.0632
2 C 2.14141 4.70818 -2.89688  0.0098
3 C 3.12052 3.81267 -3.33411  0.1101
4 C 4.17484 4.36035 -4.14710  0.0390
5 C 4.20444 5.75094 -4.40901  0.0459
6 C 3.25809 6.65042 -3.88397  0.0653
7 N 5.22677 3.41502 -4.83549  -0.2866
8 O 5.26238 2.28385 -4.30407  0.1118
9 O 5.84714 3.70385 -5.83970  0.1407
10 H 1.62450 6.68822 -2.44317  0.1452
11 H 1.40496 4.32241 -2.20752  0.1071
12 H 2.86107 2.77560 -3.18057  0.1275
13 H 4.98017 6.12820 -5.05887  0.1327
14 H 3.43601 7.68530 -4.13650  0.1395
15 C -3.02689 -7.29799 4.87553  -0.0531
16 C -2.07556 -6.79092 5.71480  -0.0784
17 C -1.37081 -5.65922 5.38083  -0.0012
18 C -1.69788 -4.90085 4.24506  -0.1316
19 C -2.61145 -5.43497 3.34553  -0.0072
20 C -3.23625 -6.64209 3.64045  -0.0524
21 N -0.85089 -3.76889 3.85714  -0.3536
22 O -0.09514 -3.35032 4.70792  0.0776
23 O -0.92575 -3.28245 2.76096  0.0638
24 H -3.55578 -8.23163 4.99803  0.1109
25 H -1.81889 -7.21646 6.67367  0.1137
26 H -0.64637 -5.24986 6.06931  0.1180
27 H -2.79675 -4.87848 2.43868  0.1144
28 H -4.10905 -6.90893 3.06303  0.1062
29 C -3.73964 1.92754 2.65580  -0.0654
30 C -4.07619 2.57500 1.42826  -0.0453
31 C -3.11653 3.10241 0.52744  0.0004
32 C -1.75147 3.01670 0.88345  -0.1244
33 C -1.45711 2.40181 2.07365  -0.0236
34 C -2.40575 1.90253 2.96243  -0.0843
35 N -0.78475 3.69044 -0.07670  -0.3358
36 O 0.37263 3.59119 0.31448  0.0531
37 O -1.17074 4.27411 -1.06252  0.0703
38 H -4.54136 1.52642 3.25808  0.1140
39 H -5.08705 2.64700 1.05493  0.1012
40 H -3.42747 3.58337 -0.38821  0.1110
41 H -0.43962 2.28202 2.41534  0.1183
42 H -2.19583 1.19922 3.75470  0.1180
43 C 3.03057 -0.88316 2.19910  -0.0681
44 C 4.16613 -0.61893 1.42834  -0.0515
45 C 4.14107 -0.97450 0.07717  -0.0081
46 C 2.97039 -1.45241 -0.44016  -0.1364
47 C 1.95646 -1.85964 0.40864  -0.0211
48 C 1.93305 -1.52105 1.70110  -0.0740
49 N 2.89847 -1.85943 -1.86948  -0.3313
50 O 3.90875 -1.91776 -2.51906  0.0835
51 O 1.85347 -2.27352 -2.38413  0.0397
52 H 3.20163 -0.48810 3.18959  0.1095
53 H 4.99758 -0.19579 1.97245  0.1073
54 H 5.02269 -0.78254 -0.51637  0.1191
55 H 1.08049 -2.37143 0.03832  0.1254
56 H 1.05674 -1.62585 2.32359  0.1000
57 C -2.45401 -1.00722 0.84566  -0.0946
58 C -3.09387 -1.23946 -0.51697  -0.2540
59 C -2.57267 -0.42129 -1.71342  -0.2108
60 C -1.02609 -0.48899 -2.02989  -0.1918
61 C -0.77129 0.43627 -3.23987  -0.2395
62 C 0.73782 0.40737 -3.51299  -0.1459
63 H -1.41172 -0.68845 0.85681  0.0611
64 H -2.52294 -1.83194 1.55502  0.0527
65 H -3.06167 -0.19173 1.23785  0.0446
66 H -2.89285 -2.27872 -0.77705  0.0985
67 H -4.17336 -1.10140 -0.45578  0.1046
68 H -3.04549 0.55950 -1.66234  0.0937
69 H -3.08271 -0.85074 -2.57571  0.1044
70 H -0.42358 -0.16110 -1.18279  0.0917
71 H -0.82235 -1.54944 -2.17829  0.1109
72 H -1.14669 0.14920 -4.22209  0.1147
73 H -1.05424 1.44503 -2.93912  0.0977
74 H 1.11812 -0.52717 -3.92541  0.0654
75 H 0.92044 1.02334 -4.39352  0.0596
76 H 1.35471 0.67271 -2.65442  0.0573